No. 1
{
  "formula": "C64H146N10O16",
  "method": "ωB97M-V with the def2-TZVPD basis set",
  "lumo_ev": 0.14,
  "smiles": "CC1(C)CCCC(C)(C)N1O.CC1(C)CCCC(C)(C)N1O.CC1(C)CCCC(C)(C)N1O.CC1(C)CCCC(C)(C)N1O.CC1(C)CCCC(C)(C)N1O.CC1(C)CCCC(C)(C)N1O.NC(N)=O.NC(N)=O.OCCO.OCCO.OCCO.OCCO",
  "energy_ev": -116388.199,
  "homo_energy_ev": -8.0085,
  "symbols": ["C", "C", "C", "C", "C", "C", "C", "C", "C", "N", "O", "H", "H", "H", "H", "H", "H", "H", "H", "H", "H", "H", "H", "H", "H", "H", "H", "H", "H", "H", "C", "C", "C", "C", "C", "C", "C", "C", "C", "N", "O", "H", "H", "H", "H", "H", "H", "H", "H", "H", "H", "H", "H", "H", "H", "H", "H", "H", "H", "H", "C", "C", "C", "C", "C", "C", "C", "C", "C", "N", "O", "H", "H", "H", "H", "H", "H", "H", "H", "H", "H", "H", "H", "H", "H", "H", "H", "H", "H", "H", "C", "C", "C", "C", "C", "C", "C", "C", "C", "N", "O", "H", "H", "H", "H", "H", "H", "H", "H", "H", "H", "H", "H", "H", "H", "H", "H", "H", "H", "H", "C", "C", "C", "C", "C", "C", "C", "C", "C", "N", "O", "H", "H", "H", "H", "H", "H", "H", "H", "H", "H", "H", "H", "H", "H", "H", "H", "H", "H", "H", "C", "C", "C", "C", "C", "C", "C", "C", "C", "N", "O", "H", "H", "H", "H", "H", "H", "H", "H", "H", "H", "H", "H", "H", "H", "H", "H", "H", "H", "H", "N", "C", "N", "O", "H", "H", "H", "H", "N", "C", "N", "O", "H", "H", "H", "H", "O", "C", "C", "O", "H", "H", "H", "H", "H", "H", "O", "C", "C", "O", "H", "H", "H", "H", "H", "H", "O", "C", "C", "O", "H", "H", "H", "H", "H", "H", "O", "C", "C", "O", "H", "H", "H", "H", "H", "H"],
  "coordinates": [[19.459, 11.674, 11.805], [18.005, 11.687, 11.293], [17.623, 13.104, 10.780], [17.903, 10.645, 10.177], [16.549, 10.420, 9.679], [15.622, 10.008, 10.804], [15.647, 10.940, 12.030], [14.749, 12.162, 11.626], [15.003, 10.234, 13.246], [17.026, 11.240, 12.377], [16.932, 12.339, 13.304], [20.143, 12.227, 11.161], [19.493, 12.263, 12.752], [19.753, 10.652, 11.973], [16.789, 13.042, 10.065], [17.313, 13.731, 11.597], [18.453, 13.506, 10.301], [18.566, 11.070, 9.403], [18.418, 9.721, 10.375], [16.166, 11.332, 9.179], [16.479, 9.655, 8.924], [15.898, 9.022, 11.150], [14.582, 10.019, 10.483], [14.971, 12.487, 10.600], [14.896, 12.894, 12.384], [13.699, 11.770, 11.609], [14.776, 10.971, 14.034], [15.723, 9.500, 13.687], [14.114, 9.686, 12.935], [17.752, 12.495, 13.789], [19.233, 13.541, 15.173], [20.670, 13.283, 15.667], [20.555, 12.426, 16.964], [21.483, 12.480, 14.629], [22.965, 12.512, 15.033], [23.433, 13.986, 14.978], [22.760, 14.887, 15.958], [23.254, 14.543, 17.367], [22.872, 16.353, 15.731], [21.248, 14.632, 15.676], [20.534, 15.466, 16.607], [19.330, 13.752, 14.106], [18.535, 12.742, 15.474], [18.854, 14.445, 15.590], [21.591, 12.249, 17.326], [20.022, 12.970, 17.757], [20.183, 11.446, 16.744], [21.045, 11.459, 14.630], [21.319, 12.895, 13.623], [23.201, 11.939, 15.969], [23.528, 11.966, 14.273], [23.373, 14.326, 13.942], [24.542, 14.028, 15.168], [23.360, 13.470, 17.538], [22.678, 15.023, 18.173], [24.328, 14.843, 17.364], [22.564, 16.740, 14.766], [23.857, 16.782, 15.911], [22.332, 16.875, 16.525], [20.698, 15.253, 17.527], [14.690, 12.352, 17.420], [13.785, 13.527, 16.984], [13.422, 14.366, 18.244], [14.504, 14.321, 15.882], [13.576, 15.242, 15.076], [12.422, 14.432, 14.431], [11.638, 13.563, 15.447], [10.762, 14.394, 16.342], [10.726, 12.649, 14.622], [12.642, 12.823, 16.286], [11.952, 11.968, 17.234], [15.531, 12.728, 17.983], [14.085, 11.697, 18.059], [14.969, 11.870, 16.500], [12.432, 14.127, 18.705], [14.056, 14.071, 19.055], [13.544, 15.473, 18.152], [15.276, 14.979, 16.291], [15.052, 13.581, 15.234], [13.306, 16.050, 15.712], [14.200, 15.764, 14.295], [12.847, 13.713, 13.710], [11.736, 15.075, 13.862], [11.412, 15.009, 16.880], [10.313, 13.764, 17.125], [9.967, 14.988, 15.800], [10.088, 13.084, 13.816], [9.989, 12.127, 15.275], [11.321, 11.884, 14.043], [12.159, 11.092, 16.883], [17.618, 19.927, 11.825], [18.605, 18.817, 12.101], [19.278, 18.374, 10.740], [19.658, 19.299, 13.134], [19.043, 19.372, 14.530], [18.324, 18.092, 14.922], [17.339, 17.558, 13.892], [17.042, 16.066, 14.216], [15.996, 18.437, 14.118], [17.950, 17.606, 12.607], [17.094, 16.884, 11.697], [18.216, 20.835, 11.762], [17.134, 19.766, 10.835], [16.857, 19.974, 12.608], [18.485, 17.811, 10.234], [19.678, 19.207, 10.121], [20.139, 17.700, 10.916], [20.423, 18.514, 13.137], [20.164, 20.223, 12.804], [19.778, 19.417, 15.345], [18.454, 20.288, 14.684], [17.862, 18.336, 15.870], [19.140, 17.352, 15.168], [16.305, 15.601, 13.583], [16.722, 16.021, 15.286], [18.003, 15.493, 14.063], [16.152, 19.442, 14.560], [15.520, 17.873, 14.921], [15.328, 18.512, 13.260], [16.321, 17.450, 11.463], [26.563, 18.449, 11.811], [25.393, 18.256, 10.834], [25.777, 17.226, 9.718], [24.218, 17.659, 11.531], [23.521, 18.672, 12.479], [23.104, 19.915, 11.649], [24.217, 20.630, 10.991], [23.667, 21.714, 9.949], [25.096, 21.407, 12.037], [24.942, 19.533, 10.186], [26.092, 20.091, 9.531], [27.348, 19.017, 11.364], [26.297, 19.008, 12.685], [26.868, 17.450, 12.083], [26.401, 16.443, 10.092], [24.978, 16.694, 9.201], [26.279, 17.701, 8.878], [23.476, 17.191, 10.896], [24.618, 16.936, 12.247], [22.522, 18.217, 12.740], [24.039, 18.880, 13.436], [22.590, 20.599, 12.345], [22.455, 19.460, 10.948], [24.449, 22.423, 9.766], [22.956, 22.275, 10.582], [23.121, 21.236, 9.136], [24.651, 22.368, 12.135], [26.152, 21.496, 11.709], [25.027, 20.864, 13.023], [25.987, 19.873, 8.610], [14.342, 20.059, 9.438], [14.273, 18.714, 8.765], [13.564, 18.789, 7.401], [15.667, 18.128, 8.650], [15.700, 16.661, 8.297], [15.002, 15.782, 9.292], [13.564, 16.300, 9.527], [12.799, 15.753, 8.277], [13.053, 15.561, 10.801], [13.639, 17.792, 9.766], [12.266, 18.263, 9.963], [14.905, 19.995, 10.401], [14.857, 20.720, 8.789], [13.312, 20.375, 9.668], [13.595, 17.844, 6.873], [12.522, 18.893, 7.578], [13.956, 19.584, 6.774], [16.317, 18.679, 7.960], [16.142, 18.167, 9.644], [15.187, 16.498, 7.334], [16.731, 16.311, 8.185], [15.583, 15.706, 10.226], [15.047, 14.734, 8.922], [11.832, 16.220, 8.130], [12.719, 14.660, 8.389], [13.352, 15.932, 7.371], [11.994, 15.519, 11.105], [13.683, 15.962, 11.561], [13.388, 14.511, 10.653], [12.205, 18.429, 10.896], [20.477, 23.919, 9.858], [20.248, 23.627, 11.173], [19.668, 24.622, 11.861], [20.593, 22.580, 11.665], [20.987, 23.171, 9.396], [20.110, 24.633, 9.250], [19.222, 25.458, 11.513], [19.262, 24.260, 12.732], [20.394, 15.968, 12.738], [20.907, 15.121, 11.787], [20.201, 15.188, 10.536], [21.797, 14.259, 11.892], [20.747, 15.721, 13.678], [19.453, 16.303, 12.588], [19.452, 15.863, 10.378], [20.466, 14.613, 9.744], [17.088, 16.151, 17.886], [17.244, 15.967, 19.317], [18.184, 16.919, 19.922], [19.364, 16.925, 19.171], [17.929, 15.976, 17.528], [16.252, 16.137, 19.717], [17.638, 14.973, 19.615], [18.499, 16.574, 20.889], [17.804, 17.930, 20.063], [19.349, 17.590, 18.487], [13.243, 18.182, 18.068], [14.351, 18.163, 17.212], [15.389, 19.248, 17.381], [15.037, 20.500, 16.700], [12.910, 19.048, 17.895], [14.801, 17.138, 17.399], [13.943, 18.186, 16.160], [16.333, 18.893, 17.002], [15.429, 19.397, 18.465], [14.981, 21.191, 17.380], [11.359, 19.288, 12.729], [11.353, 18.370, 13.791], [11.084, 19.005, 15.089], [12.011, 20.111, 15.312], [11.876, 20.059, 13.070], [10.715, 17.544, 13.460], [12.413, 18.077, 13.910], [11.119, 18.203, 15.847], [10.075, 19.441, 15.092], [12.903, 19.758, 15.489], [17.769, 24.362, 14.235], [16.805, 23.345, 14.142], [16.242, 22.982, 15.494], [17.268, 22.482, 16.373], [18.577, 24.027, 14.760], [15.914, 23.664, 13.614], [17.206, 22.486, 13.672], [15.622, 22.128, 15.375], [15.793, 23.873, 15.945], [17.791, 23.266, 16.522]]
}

No. 2
{
  "formula": "C64H146N8O15",
  "method": "ωB97M-V with the def2-TZVPD basis set",
  "charge": 4,
  "lumo_ev": -6.04,
  "energy_ev": -111320.709,
  "homo_energy_ev": -10.4205,
  "symbols": ["C", "C", "C", "N", "C", "C", "C", "C", "C", "C", "H", "H", "H", "H", "H", "H", "H", "H", "H", "H", "H", "H", "H", "H", "H", "H", "H", "H", "H", "H", "C", "C", "C", "N", "C", "C", "C", "C", "C", "C", "H", "H", "H", "H", "H", "H", "H", "H", "H", "H", "H", "H", "H", "H", "H", "H", "H", "H", "H", "H", "C", "C", "C", "N", "C", "C", "C", "C", "C", "C", "H", "H", "H", "H", "H", "H", "H", "H", "H", "H", "H", "H", "H", "H", "H", "H", "H", "H", "H", "H", "C", "C", "C", "N", "C", "C", "C", "C", "C", "C", "H", "H", "H", "H", "H", "H", "H", "H", "H", "H", "H", "H", "H", "H", "H", "H", "H", "H", "H", "H", "C", "C", "C", "N", "C", "C", "C", "C", "C", "C", "H", "H", "H", "H", "H", "H", "H", "H", "H", "H", "H", "H", "H", "H", "H", "H", "H", "H", "H", "H", "C", "N", "C", "C", "C", "C", "O", "H", "H", "H", "H", "H", "H", "H", "H", "H", "H", "H", "H", "H", "H", "C", "N", "C", "C", "C", "C", "O", "H", "H", "H", "H", "H", "H", "H", "H", "H", "H", "H", "H", "H", "H", "C", "N", "C", "C", "C", "C", "O", "H", "H", "H", "H", "H", "H", "H", "H", "H", "H", "H", "H", "H", "H", "O", "C", "O", "O", "H", "O", "C", "O", "O", "H", "O", "C", "O", "O", "H", "O", "C", "O", "O", "H"],
  "coordinates": [[-11.733, 14.488, 2.954], [-10.708, 14.007, 2.015], [-11.422, 13.517, 0.734], [-10.447, 13.602, -0.502], [-10.253, 15.104, -0.876], [-9.663, 15.302, -2.224], [-10.365, 14.479, -3.304], [-10.401, 12.927, -2.953], [-11.131, 12.812, -1.664], [-9.127, 12.839, -0.211], [-11.340, 14.670, 3.954], [-12.563, 13.783, 2.982], [-12.009, 15.489, 2.622], [-10.253, 13.117, 2.449], [-10.112, 14.917, 1.954], [-12.362, 13.937, 0.377], [-11.621, 12.448, 0.817], [-11.213, 15.599, -0.731], [-9.542, 15.404, -0.106], [-9.674, 16.358, -2.494], [-8.593, 15.101, -2.166], [-11.300, 15.026, -3.424], [-9.996, 14.696, -4.306], [-10.893, 12.367, -3.748], [-9.439, 12.418, -2.994], [-12.180, 13.095, -1.751], [-11.285, 11.745, -1.503], [-8.484, 12.913, -1.089], [-9.534, 11.828, -0.196], [-8.624, 13.314, 0.631], [-14.890, 13.826, -10.096], [-16.073, 13.434, -10.887], [-16.673, 14.456, -11.698], [-17.913, 14.119, -12.628], [-19.109, 13.421, -11.850], [-19.680, 14.376, -10.814], [-20.074, 15.766, -11.314], [-19.020, 16.506, -12.266], [-18.464, 15.480, -13.266], [-17.571, 13.189, -13.895], [-15.235, 14.229, -9.144], [-14.353, 14.630, -10.600], [-14.342, 12.985, -9.673], [-16.808, 13.101, -10.153], [-15.898, 12.519, -11.454], [-15.900, 14.761, -12.403], [-16.985, 15.290, -11.069], [-18.707, 12.502, -11.423], [-19.772, 13.155, -12.673], [-18.907, 14.565, -10.069], [-20.531, 13.984, -10.259], [-20.215, 16.443, -10.472], [-21.060, 15.634, -11.759], [-18.249, 17.085, -11.758], [-19.424, 17.310, -12.881], [-17.739, 16.001, -13.892], [-19.281, 15.303, -13.965], [-18.360, 13.415, -14.612], [-17.504, 12.164, -13.527], [-16.614, 13.527, -14.292], [-24.877, 23.872, 0.952], [-24.939, 24.506, -0.453], [-23.663, 25.311, -0.923], [-23.800, 26.130, -2.217], [-24.446, 25.290, -3.354], [-24.710, 26.032, -4.597], [-25.629, 27.236, -4.354], [-25.093, 28.193, -3.243], [-24.682, 27.384, -1.965], [-22.339, 26.600, -2.658], [-25.711, 23.178, 1.055], [-24.729, 24.573, 1.773], [-24.024, 23.205, 0.822], [-25.780, 25.195, -0.534], [-25.110, 23.797, -1.264], [-22.837, 24.611, -1.047], [-23.372, 25.948, -0.087], [-25.387, 25.002, -2.884], [-23.857, 24.379, -3.464], [-25.266, 25.335, -5.224], [-23.752, 26.299, -5.044], [-26.626, 27.045, -3.957], [-25.622, 27.775, -5.302], [-25.824, 28.994, -3.138], [-24.159, 28.555, -3.673], [-25.644, 27.145, -1.512], [-24.123, 28.038, -1.296], [-22.342, 27.260, -3.525], [-21.822, 25.670, -2.898], [-21.723, 26.959, -1.833], [-33.675, 23.190, -3.251], [-32.632, 22.432, -2.150], [-32.531, 20.948, -2.410], [-31.624, 20.031, -1.445], [-30.186, 20.569, -1.376], [-29.189, 19.520, -0.897], [-29.415, 18.047, -1.497], [-30.897, 17.653, -1.468], [-31.706, 18.700, -2.163], [-32.121, 19.917, 0.070], [-33.516, 24.245, -3.028], [-34.713, 22.969, -3.003], [-33.356, 22.894, -4.250], [-33.183, 22.469, -1.210], [-31.661, 22.926, -2.183], [-32.156, 20.760, -3.416], [-33.474, 20.482, -2.127], [-29.903, 20.847, -2.391], [-30.342, 21.423, -0.717], [-28.223, 19.977, -1.109], [-29.404, 19.360, 0.160], [-28.827, 17.996, -2.413], [-28.962, 17.314, -0.829], [-31.215, 16.736, -1.962], [-31.288, 17.459, -0.469], [-31.224, 18.746, -3.140], [-32.778, 18.512, -2.221], [-32.087, 20.950, 0.414], [-31.554, 19.190, 0.651], [-33.168, 19.628, -0.025], [-22.266, 14.305, -1.339], [-21.893, 15.716, -1.706], [-20.841, 15.959, -2.834], [-20.348, 17.427, -2.859], [-19.637, 17.648, -4.219], [-18.288, 16.940, -4.242], [-17.351, 17.292, -3.134], [-18.033, 17.017, -1.809], [-19.360, 17.808, -1.710], [-21.530, 18.461, -2.864], [-22.602, 13.747, -2.213], [-23.020, 14.248, -0.554], [-21.490, 13.718, -0.850], [-21.762, 16.269, -0.776], [-22.820, 16.177, -2.047], [-21.166, 15.564, -3.797], [-19.976, 15.309, -2.711], [-20.342, 17.164, -4.895], [-19.576, 18.727, -4.360], [-18.329, 15.857, -4.359], [-17.821, 17.107, -5.213], [-16.381, 16.794, -3.133], [-17.214, 18.372, -3.068], [-18.253, 15.962, -1.645], [-17.339, 17.104, -0.973], [-19.928, 17.448, -0.852], [-19.354, 18.897, -1.656], [-21.182, 19.420, -3.246], [-21.851, 18.394, -1.825], [-22.307, 18.030, -3.495], [-28.145, 14.052, -7.739], [-27.033, 13.118, -8.290], [-26.327, 13.692, -9.593], [-25.897, 13.043, -7.226], [-27.540, 11.653, -8.808], [-27.990, 10.633, -7.760], [-27.018, 10.228, -6.728], [-27.916, 15.118, -7.723], [-28.523, 13.691, -6.783], [-28.925, 14.088, -8.500], [-25.399, 13.167, -9.820], [-26.062, 14.714, -9.321], [-26.931, 13.498, -10.479], [-26.270, 12.553, -6.326], [-25.714, 14.026, -6.791], [-25.000, 12.516, -7.551], [-26.739, 11.249, -9.426], [-28.362, 11.958, -9.454], [-28.241, 9.692, -8.249], [-28.949, 10.944, -7.346], [-27.551, 10.037, -5.953], [-15.419, 25.660, -3.483], [-14.502, 24.411, -3.507], [-13.224, 24.704, -2.763], [-15.186, 23.275, -2.782], [-14.150, 24.137, -4.987], [-13.578, 22.753, -5.150], [-12.505, 22.382, -4.204], [-16.153, 25.382, -4.239], [-15.030, 26.652, -3.713], [-15.891, 25.667, -2.501], [-13.384, 25.258, -1.838], [-12.608, 25.359, -3.379], [-12.537, 23.893, -2.523], [-16.116, 23.245, -3.350], [-15.291, 23.655, -1.766], [-14.515, 22.419, -2.718], [-13.433, 24.909, -5.267], [-15.033, 24.186, -5.625], [-13.392, 22.701, -6.223], [-14.436, 22.090, -5.039], [-12.044, 21.661, -4.641], [-20.522, 9.624, 4.379], [-20.139, 10.668, 5.426], [-21.351, 11.518, 5.890], [-19.552, 9.838, 6.575], [-18.855, 11.522, 4.939], [-19.112, 12.845, 4.024], [-19.506, 13.885, 4.925], [-19.767, 8.876, 4.141], [-20.594, 10.138, 3.421], [-21.457, 9.134, 4.651], [-21.912, 11.891, 5.033], [-20.973, 12.277, 6.576], [-21.939, 10.701, 6.307], [-19.227, 10.640, 7.237], [-18.669, 9.258, 6.305], [-20.237, 9.065, 6.923], [-18.215, 10.842, 4.376], [-18.268, 11.800, 5.815], [-19.967, 12.752, 3.354], [-18.331, 13.031, 3.287], [-20.401, 14.080, 4.639], [-17.749, 11.374, -1.767], [-17.619, 10.325, -0.945], [-18.380, 9.397, -1.211], [-16.714, 10.395, -0.076], [-18.278, 10.930, -2.434], [-25.752, 20.791, -6.305], [-26.754, 20.124, -6.836], [-27.850, 20.212, -6.301], [-26.457, 19.406, -7.782], [-25.134, 20.586, -7.010], [-25.110, 17.306, 5.376], [-24.736, 16.871, 4.256], [-23.487, 16.839, 3.944], [-25.635, 16.258, 3.680], [-25.831, 16.881, 4.906], [-20.542, 24.333, -8.911], [-20.537, 23.343, -7.922], [-21.326, 22.334, -8.065], [-19.788, 23.428, -6.884], [-21.255, 23.990, -9.456]]
}